{
  "formula": "C27H50IrN3O3P3",
  "method": "ωB97M-V/def2-TZVPD",
  "s2": 6.048,
  "total_charge": 3,
  "e_tot_ev": -70107.20770,
  "homo_lumo_gap_ev": [7.494, 6.146],
  "spin_multiplicity": 5,
  "symbols": ["Ir", "C", "C", "C", "P", "C", "C", "C", "C", "C", "C", "C", "C", "C", "C", "N", "C", "C", "C", "C", "C", "C", "C", "C", "C", "H", "H", "H", "H", "H", "H", "H", "H", "H", "H", "H", "H", "H", "H", "H", "H", "H", "H", "H", "H", "H", "H", "H", "H", "H", "H", "H", "H", "H", "H", "H", "N", "C", "P", "O", "O", "C", "N", "H", "H", "H", "H", "H", "H", "H", "H", "H", "H", "C", "P", "C", "C", "O", "H", "H", "H", "H", "H", "H", "H", "H", "H"],
  "xyz": [[0.7961, 0.5595, -0.0524], [0.0494, -0.6286, 4.7380], [0.7920, -0.5527, 3.4065], [1.0950, -1.9472, 2.8542], [-0.1089, 0.4643, 2.1506], [-0.4924, 2.0562, 3.0039], [-1.3349, 2.9369, 2.0822], [0.8376, 2.7307, 3.3572], [-1.6760, -0.3703, 1.7736], [-2.8147, -0.2578, 2.5559], [-3.9979, -0.9176, 2.2243], [-5.2399, -0.7871, 3.0466], [-4.0114, -1.7028, 1.0610], [-2.8953, -1.8379, 0.2726], [-1.6901, -1.1887, 0.6147], [-0.5832, -1.2834, -0.1839], [-0.2130, -2.3859, -0.9068], [0.4142, -2.1680, -2.1732], [0.3802, -0.8030, -2.7909], [0.9811, -3.2137, -2.8599], [0.9581, -4.5196, -2.3573], [1.5757, -5.6541, -3.1035], [0.3025, -4.7338, -1.1459], [-0.3049, -3.7305, -0.4136], [-0.9641, -4.1352, 0.8746], [0.5741, -1.3292, 5.3880], [-0.9685, -1.0007, 4.6078], [0.0120, 0.3303, 5.2549], [1.7376, -0.0198, 3.5455], [0.2143, -2.5832, 2.9294], [1.8839, -2.4148, 3.4424], [1.4230, -1.9207, 1.8104], [-1.0484, 1.8458, 3.9184], [-0.8794, 2.9520, 1.0904], [-1.4016, 3.9529, 2.4808], [-2.3487, 2.5601, 1.9607], [1.4629, 2.8464, 2.4652], [1.4038, 2.1567, 4.0901], [0.6537, 3.7175, 3.7826], [-2.7899, 0.3540, 3.4505], [-5.1015, -0.1434, 3.9120], [-5.5783, -1.7659, 3.3912], [-6.0475, -0.3826, 2.4330], [-4.9273, -2.2099, 0.7823], [-2.9246, -2.4397, -0.6281], [-0.6471, -0.4769, -2.9622], [0.9136, -0.7956, -3.7397], [0.8396, -0.0488, -2.1325], [1.4341, -3.0308, -3.8281], [2.2829, -5.3099, -3.8553], [0.7975, -6.2271, -3.6155], [2.0772, -6.3468, -2.4281], [0.2771, -5.7430, -0.7503], [-0.4241, -4.9676, 1.3240], [-1.9808, -4.4864, 0.6853], [-1.0257, -3.3325, 1.6000], [-3.4632, 2.4882, -3.4852], [-2.0153, 2.8700, -3.5701], [-1.4412, 3.0945, -1.7890], [-2.7324, 3.0148, -1.0441], [-0.2697, 2.2425, -1.3849], [-0.7448, 4.8246, -1.7268], [0.1345, 4.8775, -0.5142], [-4.0757, 3.0776, -4.0470], [-3.6905, 2.6201, -2.4391], [-3.6378, 1.5180, -3.7383], [-1.9135, 3.8055, -4.1159], [-1.4386, 2.1053, -4.0832], [-1.5420, 5.5608, -1.6474], [-0.1394, 5.0432, -2.6050], [0.7124, 4.0250, -0.5215], [-0.4310, 4.8488, 0.3384], [0.7254, 5.7087, -0.4783], [4.6854, 1.8838, -2.6209], [4.1051, 0.7489, -1.3482], [5.3597, 0.7505, -0.0589], [4.0202, -0.9025, -2.0722], [2.7537, 1.2057, -0.8068], [5.6410, 1.5320, -3.0115], [4.8286, 2.8654, -2.1692], [3.9659, 1.9519, -3.4355], [6.3393, 0.5521, -0.4949], [5.1398, -0.0043, 0.6952], [5.3664, 1.7371, 0.4046], [5.0166, -1.2406, -2.3588], [3.3890, -0.8748, -2.9602], [3.6035, -1.6004, -1.3446]],
  "forces_ev_per_angstrom": [[-0.310, 0.079, 0.358], [0.009, 0.053, -0.001], [0.106, 0.031, -0.332], [0.008, 0.082, 0.007], [-0.068, 0.135, 0.421], [0.167, 0.057, -0.388], [-0.060, -0.070, 0.151], [-0.068, -0.089, 0.044], [0.337, -0.046, -0.325], [-0.024, -0.014, 0.049], [0.017, -0.034, -0.111], [-0.097, -0.036, -0.021], [-0.009, 0.072, 0.121], [0.248, -0.027, -0.057], [-0.602, -0.113, 0.287], [0.868, 0.596, -0.258], [-0.029, -0.456, -0.127], [0.008, 0.107, 0.166], [0.018, -0.104, 0.028], [-0.052, -0.054, -0.037], [-0.090, 0.102, 0.131], [-0.037, -0.115, -0.067], [0.074, -0.090, -0.106], [-0.065, 0.201, -0.036], [-0.034, -0.045, 0.016], [-0.014, 0.009, 0.029], [0.009, -0.028, 0.007], [-0.016, -0.016, -0.004], [0.001, 0.007, -0.014], [0.031, 0.026, -0.025], [-0.003, 0.009, 0.020], [0.010, -0.057, 0.010], [0.004, -0.090, 0.006], [-0.023, 0.016, -0.083], [0.009, -0.029, 0.040], [-0.014, 0.015, -0.085], [0.008, 0.029, 0.015], [0.031, 0.057, -0.001], [0.004, -0.007, 0.013], [-0.047, -0.001, -0.001], [0.014, 0.005, -0.003], [0.042, 0.009, 0.037], [-0.005, 0.046, 0.060], [0.008, 0.004, -0.013], [-0.006, 0.007, 0.005], [-0.006, 0.047, 0.026], [0.021, 0.052, 0.002], [0.090, 0.016, -0.425], [-0.001, 0.006, 0.006], [0.013, -0.006, 0.009], [0.016, 0.020, -0.015], [0.028, 0.028, 0.001], [-0.020, 0.017, 0.021], [0.032, 0.028, -0.013], [-0.014, 0.044, 0.011], [-0.054, -0.007, 0.008], [-0.056, 0.156, 0.843], [0.457, 0.026, 0.334], [-0.529, 0.064, 0.015], [0.056, 0.089, -0.130], [0.468, -0.150, -0.058], [-0.275, -0.327, -0.173], [-0.080, -0.042, -0.095], [0.006, 0.035, -0.077], [0.085, -0.070, -0.546], [0.013, -0.048, -0.062], [-0.078, -0.019, -0.085], [-0.071, -0.037, -0.053], [0.063, 0.052, 0.116], [0.089, -0.013, 0.048], [0.067, 0.049, 0.061], [0.016, 0.010, 0.075], [0.039, 0.060, -0.047], [-0.113, -0.191, 0.272], [0.664, -0.261, -0.215], [-0.255, -0.010, -0.219], [0.006, 0.319, 0.159], [-1.055, -0.140, 0.269], [-0.001, 0.019, -0.013], [0.010, 0.027, -0.055], [-0.016, -0.013, 0.006], [0.008, -0.015, 0.027], [-0.007, -0.003, 0.005], [0.050, -0.011, 0.038], [0.010, 0.017, 0.012], [-0.025, -0.032, 0.015], [-0.013, -0.019, -0.022]]
}